(1)
A structure of composition C4H6N2S2, computed with the ωB97M-V functional and the def2-TZVPD basis.

```
! RIJCOSX wB97M-V def2-TZVPD def2/J DEFGRID3
* xyz 0 1
C -1.556 -1.469 0.112
C 1.934 -0.156 -0.230
C 1.083 1.199 -0.467
C -0.313 0.573 -0.238
H -2.534 -1.067 -0.461
H -1.334 -2.645 0.024
H -1.734 -0.930 1.292
H 1.101 1.738 0.790
H 1.309 1.928 -1.373
H -0.888 2.312 0.729
N -0.439 -0.869 -0.566
N -1.180 1.299 0.310
S 1.036 -1.646 -0.040
S 3.516 -0.266 0.119
*
```

As for the HOMO-LUMO gap: 8.05 eV.

=====

(2)
A cluster of 3 separate species, C4H6N3 in total, computed with the ωB97M-V functional and the def2-TZVPD basis.

```
! RIJCOSX wB97M-V def2-TZVPD def2/J DEFGRID3
* xyz 1 1
C -1.412 -0.146 -3.920
C -0.989 -0.051 -2.809
C -0.434 0.034 -1.613
C -0.164 -1.198 2.118
N -0.045 0.046 -0.544
N 0.513 -0.174 1.647
N 0.684 0.351 0.447
H -2.047 -0.279 -4.795
H -0.840 -1.653 1.412
H -0.252 -1.600 3.075
H 1.998 2.547 1.571
H 1.295 0.376 2.204
H 1.695 1.746 1.205
*
```

As for the HOMO-LUMO gap (spin up / spin down): 8.27 / 8.27 eV.

=====

(3)
A cluster of 2 separate species, C4H6N3 in total, computed with the ωB97M-V functional and the def2-TZVPD basis.

```
! RIJCOSX wB97M-V def2-TZVPD def2/J DEFGRID3
* xyz 1 1
C -0.725 -1.105 0.235
C 0.664 0.402 -0.701
C 0.211 -0.938 -1.045
C -0.081 0.986 0.891
N -0.849 -0.225 1.104
N 1.260 0.594 0.515
N -0.272 1.380 -0.499
H -1.255 -2.042 0.303
H 0.980 -1.712 -1.035
H -0.388 -1.024 -1.951
H -0.328 2.148 2.165
H 1.924 0.018 1.013
H -1.142 1.520 -0.996
*
```

As for the HOMO-LUMO gap: 9.57 eV.

=====

(4)
The ion C4H6N3 with charge +1, computed with the ωB97M-V functional and the def2-TZVPD basis.

```
! RIJCOSX wB97M-V def2-TZVPD def2/J DEFGRID3
* xyz 1 1
C -1.166 0.444 1.580
N -0.292 0.339 0.381
C 1.042 0.287 0.551
N 1.725 -0.337 -0.446
C 1.142 -0.895 -1.484
C -0.208 -0.505 -1.742
N -0.892 -0.041 -0.744
H -1.167 -0.314 2.264
H -0.715 1.440 2.049
H -2.115 0.612 1.227
H 1.460 0.860 1.343
H 1.758 -1.393 -2.131
H -0.572 -0.497 -2.849
*
```

The SMILES is C[n+]1cnccn1. As for the HOMO-LUMO gap: 9.65 eV.

=====

Table of relative energy (zero: lowest compared OMol25 entry of this formula, charge and spin) (eV), in record order: 4.755, 8.067, 5.823, 2.467
Table of calculated total energy (eV), in record order: -28891.4559, -8700.4373, -8702.6811, -8706.0367